Below is a structure of composition C24H21BClCsN10O6, with properties calculated with ωB97M-V/def2-TZVPD.

Atoms and positions in Å:
Cs 1.121883 0.769442 -0.930189
C -0.622058 -4.030692 0.454068
C 0.453511 -3.186133 0.144391
N 0.085463 -2.208295 -0.667637
N -1.234451 -2.405162 -0.911127
C -1.681731 -3.485125 -0.236736
B -2.054169 -1.436912 -1.815607
N -2.779400 -0.368673 -0.970519
C -4.094826 -0.297845 -0.688458
C -4.299870 0.790463 0.131262
C -3.014577 1.328240 0.295797
N -2.100089 0.625367 -0.359168
N -1.089827 -0.769095 -2.806488
C -0.107148 -1.378725 -3.508631
C 0.364982 -0.486363 -4.441873
C -0.425332 0.661406 -4.242305
N -1.301749 0.486501 -3.266136
N -3.108809 -2.211123 -2.643003
C -3.366000 -2.020302 -3.957117
C -4.438560 -2.809239 -4.299923
C -4.784625 -3.452507 -3.099557
N -3.988024 -3.085648 -2.108132
H -0.628315 -4.901558 1.086383
H 1.480810 -3.246006 0.471584
H -2.710476 -3.788582 -0.319954
H -4.778773 -1.027687 -1.085779
H -5.230782 1.146513 0.536894
H -2.729567 2.208835 0.852030
H 0.189697 -2.388680 -3.284147
H 1.163288 -0.638549 -5.147500
H -0.391473 1.603778 -4.767644
H -2.776681 -1.337490 -4.545877
H -4.897370 -2.907154 -5.268615
H -5.572577 -4.166310 -2.914591
O 8.323913 -0.467257 0.149763
C 7.177052 -0.155705 -0.010321
C 6.494410 0.078960 -1.368286
O 7.004870 -0.020157 -2.450352
C 5.063135 0.468601 -1.057669
C 4.921873 0.446267 0.357417
O 3.756271 0.826773 0.971124
C 6.123503 0.113373 1.072881
O 6.342038 0.047387 2.268103
O 4.189900 0.773534 -1.873318
C -1.093935 3.766537 5.576697
C -0.368621 3.350030 4.330028
C -0.967879 2.559449 3.364350
C -0.250699 2.201303 2.230164
N 1.004363 2.577698 2.004636
C 1.581754 3.337957 2.940345
C 0.948443 3.743179 4.098634
H -2.079960 3.307651 5.634604
H -1.223543 4.849996 5.610336
H -0.533814 3.480517 6.468292
H -1.982614 2.201247 3.488030
H -0.720795 1.563076 1.489986
H 2.609690 3.622651 2.741112
H 1.477849 4.354394 4.819148
Cl -0.473371 -1.124957 2.829368
C 1.191619 -0.920702 2.652500
H 1.810336 -1.801407 2.650057
H 1.589107 0.072738 2.522258
O 3.385612 2.810780 -0.005478
N 4.047118 2.349397 0.809895

Cartesian forces, eV/Å:
Cs 0.05 -0.10 -0.09
C -0.02 0.06 -0.01
C 0.05 -0.04 0.00
N -0.12 0.06 -0.03
N -0.01 0.03 -0.08
C 0.05 -0.08 0.01
B 0.10 -0.10 0.23
N 0.11 0.03 0.04
C -0.04 0.06 -0.05
C 0.08 -0.04 -0.07
C -0.02 0.04 0.02
N -0.11 -0.07 0.10
N -0.05 0.09 -0.05
C 0.04 0.03 -0.01
C 0.01 -0.05 0.00
C 0.01 0.03 -0.01
N -0.03 -0.04 -0.02
N -0.03 0.04 -0.11
C 0.02 -0.03 0.04
C -0.04 -0.02 0.00
C 0.03 0.02 -0.01
N -0.01 -0.01 0.01
H 0.00 0.00 0.00
H -0.01 0.00 0.00
H 0.00 0.00 0.00
H -0.02 0.01 0.01
H -0.01 -0.01 0.00
H 0.02 -0.01 -0.01
H 0.01 0.01 0.02
H 0.00 0.01 0.00
H 0.00 0.01 0.02
H 0.00 0.00 -0.01
H 0.00 0.00 0.00
H 0.00 0.00 0.00
O -0.01 -0.01 0.03
C -0.01 0.03 -0.08
C -0.02 -0.02 -0.03
O 0.03 -0.01 0.03
C -0.54 0.13 0.23
C 0.44 -0.35 0.16
O 0.10 0.18 -0.23
C 0.09 -0.11 -0.01
O -0.09 0.03 0.02
O 0.09 -0.05 -0.18
C -0.04 0.01 0.07
C 0.04 0.04 0.02
C -0.02 -0.02 -0.02
C -0.06 0.01 0.09
N -0.06 0.02 0.03
C 0.07 -0.08 -0.18
C -0.04 -0.01 0.01
H 0.01 -0.01 -0.02
H 0.02 0.00 -0.03
H 0.02 -0.01 -0.02
H 0.00 0.00 0.00
H 0.06 0.00 -0.04
H 0.00 0.04 0.08
H 0.01 0.00 0.00
Cl -0.15 -0.01 0.02
C 0.25 0.02 -0.03
H -0.04 -0.02 0.01
H -0.05 0.02 0.00
O -0.16 0.12 0.09
N 0.02 0.13 0.04

Its HOMO energy (spin up / spin down) is -5.82 / -5.82 eV. The expectation value of S² is 0.75. For the energy above the lowest of the compared OMol25 structures with the same formula, charge and spin, the calculation gives 257.9 kJ/mol. As for the multiplicity: 2. Its total charge is -1.